(i)
Entry from the Open Molecules 2025 dataset: a 2-piece molecular cluster, C6H14N2O2 overall (ωB97M-V/def2-TZVPD).

Last columns: bonded neighbours and bond lengths (Å).
Geometry (Å):
1 O 1.519 -2.823 2.433  C7 1.218
2 O 0.226 2.725 -3.669  C8 1.212
3 N 0.036 -1.338 1.536  C5 1.448, C7 1.371, C10 1.448
4 N 0.305 1.396 -1.822  C6 1.461, C8 1.360, C9 1.438
5 C -1.232 -1.242 0.844  N3 1.448, H12 1.091, H19 1.086, H24 1.106
6 C 1.111 0.405 -1.114  N4 1.461, H15 1.090, H16 1.089, H20 1.087
7 C 0.671 -2.551 1.603  O1 1.218, N3 1.371, H11 1.102
8 C 0.835 1.982 -2.930  O2 1.212, N4 1.360, H23 1.099
9 C -1.062 1.691 -1.488  N4 1.438, H18 1.085, H21 1.095, H22 1.093
10 C 0.156 -0.442 2.668  N3 1.448, H13 1.083, H14 1.093, H17 1.097
11 H 0.327 -3.239 0.814  C7 1.102
12 H -1.610 -0.226 0.721  C5 1.091
13 H 0.900 -0.760 3.387  C10 1.083
14 H 0.393 0.564 2.314  C10 1.093
15 H 2.142 0.757 -1.082  C6 1.090
16 H 1.079 -0.576 -1.587  C6 1.089
17 H -0.760 -0.357 3.267  C10 1.097
18 H -1.408 2.592 -1.983  C9 1.085
19 H -1.369 -1.772 -0.094  C5 1.086
20 H 0.775 0.421 -0.081  C6 1.087
21 H -1.751 0.891 -1.781  C9 1.095
22 H -1.191 1.838 -0.413  C9 1.093
23 H 1.882 1.697 -3.102  C8 1.099
24 H -1.977 -1.637 1.559  C5 1.106

Computed properties:
SMILES string: CN(C)C=O.CN(C)C=O
2S+1: 1
Highest occupied orbital energy in eV: -9.4401

(ii)
Entry from the Open Molecules 2025 dataset: a 2-piece molecular cluster, C6H14N2O2 overall (ωB97M-V/def2-TZVPD).

Last columns: bonded neighbours and bond lengths (Å).
Geometry (Å):
1 O -3.183 -1.341 -3.392  C5 1.204
2 O 2.207 2.619 1.767  C10 1.215
3 N 1.900 0.797 3.083  C9 1.451, C10 1.390, H15 1.009
4 N -1.139 -0.860 -2.519  C5 1.379, C8 1.443, H19 1.013
5 C -2.217 -1.684 -2.760  O1 1.204, N4 1.379, C7 1.522
6 C 0.024 2.336 2.780  C10 1.517, H16 1.080, H22 1.091, H24 1.088
7 C -2.117 -3.066 -2.130  C5 1.522, H14 1.098, H17 1.080, H20 1.090
8 C -1.073 0.446 -3.128  N4 1.443, H13 1.083, H18 1.110, H23 1.092
9 C 3.147 0.182 2.668  N3 1.451, H11 1.081, H12 1.101, H21 1.083
10 C 1.472 1.982 2.496  O2 1.215, N3 1.390, C6 1.517
11 H 3.605 -0.306 3.518  C9 1.081
12 H 3.051 -0.608 1.907  C9 1.101
13 H -0.223 1.040 -2.815  C8 1.083
14 H -1.109 -3.465 -2.309  C7 1.098
15 H 1.197 0.200 3.493  N3 1.009
16 H -0.043 3.354 3.135  C6 1.080
17 H -2.879 -3.688 -2.577  C7 1.080
18 H -1.119 0.417 -4.236  C8 1.110
19 H -0.209 -1.262 -2.506  N4 1.013
20 H -2.128 -3.033 -1.041  C7 1.090
21 H 3.751 0.956 2.210  C9 1.083
22 H -0.444 1.747 3.570  C6 1.091
23 H -1.986 1.039 -3.042  C8 1.092
24 H -0.485 2.199 1.827  C6 1.088

Computed properties:
SMILES string: CNC(C)=O.CNC(C)=O
2S+1: 1
Highest occupied orbital energy in eV: -9.6680

(iii)
Entry from the Open Molecules 2025 dataset: a 2-piece molecular cluster, C6H14N2O2 overall (ωB97M-V/def2-TZVPD).

Last columns: bonded neighbours and bond lengths (Å).
Geometry (Å):
1 O 1.261 0.275 -1.518  C9 1.209
2 O -1.858 2.714 1.974  C7 1.228
3 N 0.752 -1.835 -0.892  C8 1.449, C9 1.376, H23 1.005
4 N -0.944 0.744 1.325  C6 1.440, C7 1.347, H16 1.008
5 C -0.110 -1.150 -2.998  C9 1.528, H11 1.082, H18 1.092, H19 1.105
6 C -1.400 -0.089 2.407  N4 1.440, H14 1.106, H15 1.079, H24 1.100
7 C -1.031 2.088 1.318  O2 1.228, N4 1.347, C10 1.507
8 C 1.801 -1.827 0.108  N3 1.449, H12 1.096, H13 1.095, H22 1.093
9 C 0.683 -0.762 -1.751  O1 1.209, N3 1.376, C5 1.528
10 C -0.119 2.898 0.433  C7 1.507, H17 1.085, H20 1.109, H21 1.068
11 H 0.496 -1.834 -3.576  C5 1.082
12 H 2.134 -0.819 0.378  C8 1.096
13 H 1.677 -2.384 1.042  C8 1.095
14 H -2.368 0.295 2.780  C6 1.106
15 H -0.774 -0.160 3.283  C6 1.079
16 H -0.444 0.223 0.621  N4 1.008
17 H -0.695 3.612 -0.147  C10 1.085
18 H -0.509 -0.277 -3.519  C5 1.092
19 H -1.105 -1.606 -2.844  C5 1.105
20 H 0.374 3.609 1.127  C10 1.109
21 H 0.633 2.297 -0.030  C10 1.068
22 H 2.733 -2.180 -0.341  C8 1.093
23 H 0.467 -2.733 -1.242  N3 1.005
24 H -1.654 -1.101 2.060  C6 1.100

Computed properties:
SMILES string: CNC(C)=O.CNC(C)=O
2S+1: 1
Highest occupied orbital energy in eV: -9.2421

(iv)
Entry from the Open Molecules 2025 dataset: a 2-piece molecular cluster, C6H14N2O2 overall (ωB97M-V/def2-TZVPD).

Last columns: bonded neighbours and bond lengths (Å).
Geometry (Å):
1 O -0.032 0.635 2.329  C10 1.211
2 O 2.502 0.303 -2.568  C5 1.216
3 N -1.604 -0.577 1.258  C6 1.441, C10 1.378, H14 1.006
4 N 1.273 0.140 -0.676  C5 1.362, C9 1.454, H20 1.004
5 C 1.596 -0.221 -1.948  O2 1.216, N4 1.362, C8 1.513
6 C -0.960 -1.855 1.427  N3 1.441, H11 1.089, H15 1.100, H17 1.083
7 C -1.777 1.831 1.154  C10 1.508, H12 1.090, H13 1.086, H22 1.086
8 C 0.739 -1.319 -2.539  C5 1.513, H16 1.085, H23 1.091, H24 1.084
9 C 1.886 1.344 -0.140  N4 1.454, H18 1.089, H19 1.098, H21 1.078
10 C -1.044 0.616 1.664  O1 1.211, N3 1.378, C7 1.508
11 H 0.002 -1.715 1.917  C6 1.089
12 H -1.794 1.780 0.066  C7 1.090
13 H -2.830 1.734 1.405  C7 1.086
14 H -2.544 -0.608 0.901  N3 1.006
15 H -0.745 -2.337 0.462  C6 1.100
16 H 1.367 -2.056 -3.027  C8 1.085
17 H -1.579 -2.517 2.019  C6 1.083
18 H 2.080 2.021 -0.970  C9 1.089
19 H 2.882 1.116 0.261  C9 1.098
20 H 0.494 -0.292 -0.212  N4 1.004
21 H 1.320 1.859 0.620  C9 1.078
22 H -1.412 2.735 1.632  C7 1.086
23 H 0.100 -1.782 -1.785  C8 1.091
24 H 0.080 -0.834 -3.250  C8 1.084

Computed properties:
SMILES string: CNC(C)=O.CNC(C)=O
2S+1: 1
Highest occupied orbital energy in eV: -9.4769

Most stable of them? (iv).